No. 1
The following is a quantum chemistry calculation of an isolated molecule of C25H31N3O5, from the OMol25 dataset.

## Properties
- E_LUMO: -0.0862 eV
- E: -41136.756 eV
- E_HOMO: -8.4 eV
- Multiplicity: 1
- Structure (SMILES): CCN(CC)CCN1C(=O)C(=O)/C(=C(/O)c2c(C)[nH]c(C(=O)OC)c2C)[C@@H]1c1ccccc1
- Energy relative to the best compared isomer or geometry (same formula, charge and spin): 15.38 kcal/mol
- Frontier orbital gap: 8.3 eV

Geometry (Å):
1 C -5.43615 -1.24424 1.42376
2 C -5.52438 0.23783 1.77771
3 N -4.87907 1.05231 0.76422
4 C -5.48492 2.35955 0.57549
5 C -6.72168 2.27143 -0.31309
6 C -3.43555 1.09104 0.87841
7 C -2.80612 0.99934 -0.51844
8 N -1.36781 1.01792 -0.48196
9 C -0.62236 1.94701 -1.12157
10 O -1.05322 2.89528 -1.74167
11 C 0.84078 1.55723 -0.92558
12 O 1.79232 2.19419 -1.33258
13 C 0.82295 0.33318 -0.15496
14 C 1.87569 -0.34632 0.37120
15 O 1.61115 -1.31546 1.27763
16 C 3.26535 -0.10460 0.03797
17 C 3.80691 0.07145 -1.23649
18 C 3.16499 0.02355 -2.56792
19 N 5.13192 0.23781 -1.09395
20 C 5.48545 0.18693 0.23254
21 C 6.85120 0.37950 0.67864
22 O 7.23810 0.33019 1.82261
23 O 7.67632 0.62848 -0.36840
24 C 9.03698 0.84815 -0.03379
25 C 4.33628 -0.04697 0.97029
26 C 4.25530 -0.15890 2.45321
27 C -0.60869 -0.04078 0.14703
28 C -0.95704 -1.39377 -0.43006
29 C -1.34481 -2.44364 0.38808
30 C -1.66168 -3.67500 -0.15943
31 C -1.59616 -3.86351 -1.52889
32 C -1.20889 -2.81790 -2.35109
33 C -0.88916 -1.58899 -1.80422
34 H -5.96441 -1.83813 2.16567
35 H -5.88574 -1.41337 0.44940
36 H -4.40316 -1.58087 1.38293
37 H -6.57698 0.52121 1.82267
38 H -5.09166 0.41109 2.77875
39 H -4.75344 3.00408 0.08485
40 H -5.74900 2.82661 1.53988
41 H -6.45692 1.81420 -1.26222
42 H -7.50012 1.67166 0.15121
43 H -7.11784 3.26665 -0.49794
44 H -3.07876 2.00289 1.38389
45 H -3.10658 0.23205 1.46615
46 H -3.11212 1.85209 -1.12833
47 H -3.15737 0.07868 -0.99733
48 H 2.43912 -1.70509 1.58883
49 H 3.85971 -0.35237 -3.31626
50 H 2.27974 -0.60722 -2.53991
51 H 2.84757 1.02890 -2.85166
52 H 5.78932 0.41367 -1.83668
53 H 9.55799 1.01583 -0.97295
54 H 9.44634 -0.02222 0.48331
55 H 9.13169 1.71900 0.61793
56 H 4.35972 -1.19732 2.77440
57 H 3.30991 0.23246 2.82384
58 H 5.07597 0.39570 2.90038
59 H -0.78563 -0.05370 1.23146
60 H -1.39085 -2.29912 1.45781
61 H -1.96389 -4.48750 0.48479
62 H -1.84703 -4.82302 -1.95610
63 H -1.15723 -2.96055 -3.42044
64 H -0.59236 -0.76861 -2.44303

No. 2
The following is a quantum chemistry calculation of a cluster of 2 separate species, C4H7N3 in total, from the OMol25 dataset.

## Properties
- E_LUMO: 0.7171 eV
- E: -8728.519 eV
- E_HOMO: -8.7 eV
- Multiplicity: 1
- Structure (SMILES): CN=C=N.C=C=N
- Energy relative to the best compared isomer or geometry (same formula, charge and spin): 72.87 kcal/mol
- Frontier orbital gap: 9.4 eV

Geometry (Å):
1 C 1.45908 1.20962 0.03242
2 N 1.37158 -0.22733 0.48623
3 C 1.77866 -1.34221 0.26527
4 N 1.74543 -2.53677 0.00447
5 H 2.02145 1.16077 -0.99612
6 H 0.47105 1.61820 0.08102
7 H 2.09384 1.72000 0.79572
8 H 2.47207 -3.21266 -0.02502
9 C -2.13317 0.55249 -1.03407
10 C -2.27189 0.08469 0.16334
11 N -2.56296 -0.38205 1.20921
12 H -2.95715 1.27207 -1.52363
13 H -1.30371 0.26870 -1.61034
14 H -2.18427 -0.18553 2.15151

No. 3
The following is a quantum chemistry calculation of the ion C2H3O2S2 with charge -1, from the OMol25 dataset.

## Properties
- E_LUMO: 3.5148 eV
- E: -27888.258 eV
- E_HOMO: -3.1 eV
- Multiplicity: 1
- Structure (SMILES): O=C(O)[C@@H]([S-])S
- Energy relative to the best compared isomer or geometry (same formula, charge and spin): 37.40 kcal/mol
- Frontier orbital gap: 6.6 eV
- Charge: -1

Geometry (Å):
1 O -0.53126 -1.45116 -0.94893
2 C -0.12373 -0.95255 0.03944
3 O 0.64781 -1.72382 0.90149
4 C -0.57837 0.81263 -0.01781
5 S -0.68594 1.59277 1.51473
6 S 0.77873 1.40857 -1.20198
7 H 0.86588 -2.59132 0.47401
8 H -1.60444 0.60996 -0.53408
9 H 1.23133 2.29492 -0.22687

Q: E_HOMO of number 2 (C4H7N3)?
A: -8.7 eV

Q: Among the records above, which one has the lowest energy relative to the best compared isomer or geometry (same formula, charge and spin)?
A: C25H31N3O5